# 1
C4H13NOS | ωB97M-V/def2-TZVPD

```
! RIJCOSX wB97M-V def2-TZVPD def2/J DEFGRID3
* xyz 0 1
S -1.811 0.696 -1.424
O 1.707 -1.338 -0.628
N 1.250 0.049 1.387
C -1.292 -0.895 -0.933
C -0.767 -0.802 0.507
C -0.628 1.573 1.406
C 0.123 0.464 0.672
H -1.575 -0.800 1.223
H -0.135 2.540 1.358
H -0.454 -1.210 -1.560
H 1.101 0.310 -3.207
H -0.139 -1.652 0.773
H 0.379 0.741 -0.377
H -0.782 1.287 2.431
H -1.581 1.626 0.840
H 1.794 -0.584 0.693
H 1.821 0.872 1.580
H 2.591 -1.728 -0.619
H -2.032 -1.695 -0.967
H 0.431 0.545 -3.158
*
```

Output
Highest occupied orbital energy, eV: -8.501
Kohn-Sham gap, eV: 4.475
Relative energy (zero: lowest compared OMol25 entry of this formula, charge and spin), kcal per mole: 163.19

Charge distribution, Mulliken scheme, values in e:
1 S -0.049
2 O -0.769
3 N -0.579
4 C -0.463
5 C -0.905
6 C -1.396
7 C 0.346
8 H 0.361
9 H 0.415
10 H 0.214
11 H 0.173
12 H 0.433
13 H 0.437
14 H 0.395
15 H 0.301
16 H 0.313
17 H 0.309
18 H 0.192
19 H 0.454
20 H -0.181

---

# 2
C4H13NOS | ωB97M-V/def2-TZVPD

```
! RIJCOSX wB97M-V def2-TZVPD def2/J DEFGRID3
* xyz 0 1
S -2.674 -1.539 0.495
O -0.225 4.001 1.396
N 0.876 0.060 -0.544
C 1.106 0.321 -1.949
C -0.048 -0.993 -0.169
C -1.415 -0.273 0.100
C 0.502 -1.829 0.967
H 1.556 -2.002 0.835
H -2.298 -1.695 1.768
H 1.634 0.311 0.061
H -0.215 -1.677 -1.027
H 1.863 -0.286 -2.498
H 0.477 4.529 1.022
H 1.340 1.391 -2.007
H 0.211 -1.379 1.939
H 0.250 0.055 -2.573
H 0.161 -2.861 1.026
H -1.198 0.335 0.973
H -0.395 3.180 0.973
H -1.507 0.353 -0.789
*
```

Output
Highest occupied orbital energy, eV: -8.439
SMILES: CN[C@@H](C)CS.O
Kohn-Sham gap, eV: 9.175
Relative energy (zero: lowest compared OMol25 entry of this formula, charge and spin), kcal per mole: 31.15

Charge distribution, Mulliken scheme, values in e:
1 S -0.214
2 O -0.650
3 N -0.205
4 C -0.952
5 C 0.376
6 C -0.865
7 C -1.515
8 H 0.456
9 H 0.116
10 H 0.223
11 H 0.343
12 H 0.288
13 H 0.315
14 H 0.299
15 H 0.310
16 H 0.305
17 H 0.353
18 H 0.289
19 H 0.326
20 H 0.403

---

# 3
C4H13NOS | ωB97M-V/def2-TZVPD

```
! RIJCOSX wB97M-V def2-TZVPD def2/J DEFGRID3
* xyz 0 1
S -0.854 -1.459 2.536
O 2.994 -0.386 -2.223
N -1.529 1.622 -1.175
C -0.674 -1.664 0.738
C -1.236 1.390 0.225
C 0.350 -0.710 0.021
C 0.199 0.775 0.355
H -2.491 1.861 -1.292
H -0.417 -2.669 0.419
H -1.644 -1.393 0.352
H -0.962 2.363 -1.551
H 0.802 1.445 -0.267
H 0.556 0.887 1.385
H 3.766 -0.902 -1.910
H -1.260 2.276 0.871
H -1.931 0.691 0.657
H 0.166 -2.207 3.030
H 2.693 -0.038 -1.384
H 1.341 -1.091 0.262
H 0.130 -0.792 -1.049
*
```

Output
Highest occupied orbital energy, eV: -9.045
SMILES: NCCCCS.O
Kohn-Sham gap, eV: 9.804
Relative energy (zero: lowest compared OMol25 entry of this formula, charge and spin), kcal per mole: 15.92

Charge distribution, Mulliken scheme, values in e:
1 S -0.220
2 O -0.621
3 N -0.531
4 C -0.938
5 C -0.550
6 C -0.481
7 C -0.685
8 H 0.204
9 H 0.412
10 H 0.396
11 H 0.210
12 H 0.393
13 H 0.366
14 H 0.329
15 H 0.257
16 H 0.395
17 H 0.121
18 H 0.289
19 H 0.304
20 H 0.351

---

# 4
C4H13NOS | ωB97M-V/def2-TZVPD

```
! RIJCOSX wB97M-V def2-TZVPD def2/J DEFGRID3
* xyz 0 1
S -1.857 2.419 0.733
O 2.021 0.653 -1.945
N 0.789 -0.648 0.495
C -0.536 -0.038 0.432
C -1.394 -0.658 -0.649
C 0.878 -1.784 1.403
C -0.396 1.477 0.179
H -0.073 -2.041 1.891
H 1.215 -2.658 0.858
H 1.908 0.940 -1.027
H -2.439 -0.393 -0.492
H -0.169 1.623 -0.871
H 1.472 -1.547 2.298
H -1.117 -0.336 -1.655
H 0.439 1.848 0.738
H -1.037 -0.139 1.380
H -1.410 -1.744 -0.600
H 1.174 -0.875 -0.406
H 2.804 1.129 -2.273
H -2.271 2.772 -0.489
*
```

Output
Highest occupied orbital energy, eV: -8.650
SMILES: CN[C@H](C)CS.O
Kohn-Sham gap, eV: 9.454
Relative energy (zero: lowest compared OMol25 entry of this formula, charge and spin), kcal per mole: 18.48

Charge distribution, Mulliken scheme, values in e:
1 S -0.218
2 O -0.631
3 N -0.338
4 C 0.539
5 C -1.434
6 C -0.979
7 C -1.294
8 H 0.298
9 H 0.339
10 H 0.320
11 H 0.394
12 H 0.406
13 H 0.295
14 H 0.312
15 H 0.400
16 H 0.460
17 H 0.401
18 H 0.299
19 H 0.302
20 H 0.129

---

# 5
C4H13NOS2 | ωB97M-V/def2-TZVPD

```
! RIJCOSX wB97M-V def2-TZVPD def2/J DEFGRID3
* xyz 0 1
S -0.321 -1.615 0.544
S -1.867 -2.368 1.410
O 2.614 -0.746 -5.189
N 1.638 0.523 -0.626
C 0.345 1.088 -0.119
C -0.711 -0.088 -0.408
C 0.436 1.449 1.383
C -2.693 -1.510 2.837
H 2.165 -0.639 -6.032
H 0.021 2.383 1.849
H -2.024 -1.550 3.675
H 3.395 -0.187 -5.245
H 0.169 0.665 2.073
H 1.946 0.929 -1.494
H 1.483 1.588 1.724
H -2.840 -0.432 2.812
H 2.222 0.351 0.203
H -1.630 0.323 -0.083
H -0.049 1.930 -0.671
H -0.630 -0.096 -1.474
H -3.669 -1.998 2.829
*
```

Output
Highest occupied orbital energy, eV: -8.065
SMILES: CSSC[C@@H](C)N.O
Kohn-Sham gap, eV: 8.868
Relative energy (zero: lowest compared OMol25 entry of this formula, charge and spin), kcal per mole: 46.36

Charge distribution, Mulliken scheme, values in e:
1 S -0.085
2 S -0.061
3 O -0.636
4 N -0.508
5 C 0.197
6 C -0.814
7 C -1.290
8 C -0.854
9 H 0.318
10 H 0.325
11 H 0.295
12 H 0.318
13 H 0.265
14 H 0.185
15 H 0.370
16 H 0.296
17 H 0.173
18 H 0.359
19 H 0.427
20 H 0.404
21 H 0.314

---

# 6
C4H13NS | ωB97M-V/def2-TZVPD

```
! RIJCOSX wB97M-V def2-TZVPD def2/J DEFGRID3
* xyz 0 1
S 2.078 0.018 -0.007
N -1.982 -0.737 0.703
C -0.776 0.730 2.345
C -2.107 0.118 1.889
C 1.420 -0.404 -2.757
C 2.290 0.441 -1.808
H 3.337 0.385 -2.076
H 1.975 1.483 -1.860
H 0.400 -0.375 -2.382
H -2.553 -0.422 2.736
H -1.439 -1.548 0.893
H 1.485 0.041 -3.745
H -0.028 -0.041 2.513
H -1.063 1.397 3.150
H 1.798 -1.424 -2.730
H -0.377 1.293 1.498
H -2.892 -0.928 0.356
H 1.206 -0.955 -0.306
H -2.773 0.928 1.588
*
```

Output
Highest occupied orbital energy, eV: -8.803
SMILES: CCN.CCS
Kohn-Sham gap, eV: 9.854
Relative energy (zero: lowest compared OMol25 entry of this formula, charge and spin), kcal per mole: 9.42

Charge distribution, Mulliken scheme, values in e:
1 S -0.236
2 N -0.477
3 C -0.913
4 C -0.351
5 C -1.184
6 C -0.322
7 H 0.333
8 H 0.283
9 H 0.347
10 H 0.271
11 H 0.175
12 H 0.334
13 H 0.245
14 H 0.336
15 H 0.323
16 H 0.222
17 H 0.190
18 H 0.096
19 H 0.327